No. 1
C4H6S4 | ωB97M-V/def2-TZVPD

Positions of all 14 atoms, in Å:
1 C 0.405 -1.047 -0.028
2 C -0.360 0.285 0.377
3 C -0.072 1.255 -0.772
4 C -1.868 -0.146 0.441
5 H 2.282 -0.447 -1.751
6 H 0.093 -1.743 0.843
7 H 0.038 -1.561 -0.902
8 H 1.579 0.657 1.859
9 H -0.085 0.735 -1.916
10 H -1.987 -0.879 1.237
11 S 2.287 -0.794 -0.432
12 S 0.118 0.822 2.016
13 S 0.701 2.719 -0.471
14 S -3.129 0.143 -0.501

Calculated values
* ΔE to the lowest compared entry with this formula, charge and spin: 2.8074 eV
* energy: -1748.6445 a.u.
* Kohn-Sham gap: 0.286 hartree
* HOMO energy: -8.70 eV
* SMILES: S=CC(S)(C=S)CS

No. 2
C4H6Si2 | ωB97M-V/def2-TZVPD

Positions of all 12 atoms, in Å:
1 C 0.648 1.510 0.826
2 C -3.759 1.289 -1.677
3 C 0.004 1.170 -0.158
4 C -2.572 1.355 -1.423
5 Si 2.029 -1.904 0.900
6 Si -0.747 0.954 -1.773
7 H 1.291 1.942 1.632
8 H -4.788 1.557 -1.778
9 H 2.565 -3.173 0.778
10 H 2.583 -1.275 1.971
11 H 0.701 -2.089 1.146
12 H 2.046 -1.336 -0.443

Calculated values
* ΔE to the lowest compared entry with this formula, charge and spin: 2.1643 eV
* energy: -734.7594 a.u.
* Kohn-Sham gap: 0.281 hartree
* HOMO energy: -8.87 eV

No. 3
C4H7AlN | ωB97M-V/def2-TZVPD

Positions of all 13 atoms, in Å:
1 Al 2.624 5.059 -1.019
2 C -0.632 -1.832 0.762
3 C 0.162 -0.668 0.434
4 C -0.310 0.263 -0.697
5 C 0.373 1.516 -0.849
6 N 0.836 2.554 -1.092
7 H -0.959 -2.381 -0.158
8 H -1.665 -1.651 1.250
9 H -0.172 -2.413 1.593
10 H 1.308 -0.765 0.282
11 H 0.294 -0.100 1.442
12 H -1.319 0.631 -0.283
13 H -0.539 -0.213 -1.664

Calculated values
* ΔE to the lowest compared entry with this formula, charge and spin: 0.4231 eV
* total charge: +3
* energy: -452.2562 a.u.
* Kohn-Sham gap: 0.098 hartree
* HOMO energy: -22.66 eV

No. 4
C4H7BN2 | ωB97M-V/def2-TZVPD

Positions of all 14 atoms, in Å:
1 B 0.873 -0.240 -0.136
2 C -0.143 -1.399 -0.186
3 C -1.477 -1.161 -0.190
4 C -1.987 0.154 -0.133
5 C -1.108 1.204 -0.113
6 N 0.194 0.984 -0.122
7 N 2.266 -0.375 -0.112
8 H 0.212 -2.420 -0.261
9 H -2.190 -1.976 -0.240
10 H -3.047 0.347 -0.098
11 H -1.473 2.218 -0.060
12 H 1.140 2.643 -0.312
13 H 2.733 -1.257 -0.042
14 H 2.884 0.417 -0.095

Calculated values
* ΔE to the lowest compared entry with this formula, charge and spin: 3.2674 eV
* energy: -290.9076 a.u.
* Kohn-Sham gap (spin up / spin down): 0.243 / 0.227 hartree
* HOMO energy (spin up / spin down): -7.81 / -7.73 eV

No. 5
C4H7BO2 | ωB97M-V/def2-TZVPD

Positions of all 14 atoms, in Å:
1 B 0.370 -1.841 -0.302
2 C -0.722 -1.824 0.740
3 C -0.177 1.212 -0.130
4 C 0.913 0.559 -0.412
5 C -0.694 2.490 0.314
6 O 1.113 -0.728 -0.726
7 O 0.745 -3.009 -0.899
8 H -0.892 -0.982 1.392
9 H -1.457 -2.604 0.814
10 H 1.848 1.121 -0.548
11 H -1.527 2.810 -0.313
12 H 0.084 3.260 0.273
13 H -1.043 2.422 1.346
14 H 1.437 -2.888 -1.549

Calculated values
* ΔE to the lowest compared entry with this formula, charge and spin: 3.3116 eV
* energy: -331.8832 a.u.
* Kohn-Sham gap (spin up / spin down): 0.285 / 0.320 hartree
* HOMO energy (spin up / spin down): -8.45 / -8.79 eV

No. 6
C4H7BO2 | ωB97M-V/def2-TZVPD

Positions of all 14 atoms, in Å:
1 B 0.302 1.012 0.044
2 C -0.345 -1.916 0.443
3 C 0.445 0.038 -1.038
4 C -0.491 -1.218 -0.915
5 C 0.049 2.095 1.124
6 O -0.632 -3.119 0.472
7 O 0.224 -1.255 1.330
8 H 0.607 0.555 -2.080
9 H 1.456 -0.275 -0.808
10 H -0.163 -1.842 -1.740
11 H -1.502 -0.987 -1.013
12 H 0.668 3.111 1.015
13 H 0.447 1.641 1.966
14 H -1.063 2.160 1.199

Calculated values
* ΔE to the lowest compared entry with this formula, charge and spin: 4.1250 eV
* energy: -331.8533 a.u.
* Kohn-Sham gap: 0.279 hartree
* HOMO energy: -8.35 eV

No. 7
C4H7BeO3 | ωB97M-V/def2-TZVPD

Positions of all 15 atoms, in Å:
1 H 2.488 -0.886 0.220
2 O 0.007 1.182 -0.162
3 C 1.388 0.956 -0.207
4 C 1.500 -0.446 0.393
5 O 0.554 -1.141 -0.410
6 C -0.513 -0.271 -0.672
7 C -1.731 -0.668 0.173
8 O -2.451 0.440 0.597
9 Be -1.134 1.499 0.774
10 H 1.902 1.732 0.370
11 H 1.213 -0.485 1.454
12 H 1.390 0.691 -1.438
13 H -0.871 0.014 -1.672
14 H -1.396 -1.278 1.036
15 H -2.346 -1.339 -0.456

Calculated values
* ΔE to the lowest compared entry with this formula, charge and spin: 0.0000 eV
* total charge: +1
* energy: -396.7611 a.u.
* Kohn-Sham gap: 0.312 hartree
* HOMO energy: -14.56 eV

No. 8
C4H7Br3MgN | ωB97M-V/def2-TZVPD

Positions of all 16 atoms, in Å:
1 Mg 1.927 2.448 -1.793
2 Br 2.360 1.885 -4.058
3 Br 0.300 4.306 -1.812
4 Br 3.576 2.835 -0.318
5 C -1.393 -0.354 1.761
6 C -1.251 -1.554 0.780
7 C 0.114 -1.481 0.053
8 C 0.520 -0.271 -0.667
9 N 0.805 0.711 -1.214
10 H -2.438 -0.350 2.073
11 H -1.183 0.600 1.278
12 H -0.886 -0.584 2.698
13 H -2.057 -1.623 0.049
14 H -1.430 -2.490 1.308
15 H 0.078 -2.207 -0.759
16 H 0.959 -1.871 0.621

Calculated values
* ΔE to the lowest compared entry with this formula, charge and spin: 0.0000 eV
* multiplicity: 2
* energy: -8133.6070 a.u.
* Kohn-Sham gap (spin up / spin down): 0.362 / 0.167 hartree
* HOMO energy (spin up / spin down): -9.61 / -9.39 eV

No. 9
C4H7BrClF | ωB97M-V/def2-TZVPD

Positions of all 14 atoms, in Å:
1 C 1.400 0.976 -0.053
2 C -0.043 1.001 -0.326
3 C -0.892 0.050 0.453
4 C -0.630 -1.606 -0.221
5 F 0.689 -2.033 0.077
6 Cl -0.492 0.133 2.162
7 Br -1.942 -2.680 0.527
8 H 1.778 -0.074 -0.417
9 H 1.542 1.094 1.028
10 H 2.103 1.740 -0.568
11 H -0.505 1.873 -0.064
12 H -0.319 0.918 -1.450
13 H -1.940 0.221 0.155
14 H -0.750 -1.616 -1.304

Calculated values
* ΔE to the lowest compared entry with this formula, charge and spin: 0.5886 eV
* energy: -3290.6307 a.u.
* Kohn-Sham gap: 0.398 hartree
* HOMO energy: -10.05 eV
* SMILES: CC[C@H](Cl)[C@@H](F)Br

No. 10
C4H7BrN | ωB97M-V/def2-TZVPD

Positions of all 13 atoms, in Å:
1 C -0.741 1.290 0.411
2 C 1.242 1.177 -0.508
3 C 0.203 0.279 -0.101
4 C -0.552 -2.825 -0.446
5 N 0.660 1.353 0.755
6 Br -1.957 -2.920 0.589
7 H -1.117 1.945 -0.409
8 H -1.573 1.208 1.207
9 H 2.211 0.786 -0.321
10 H 1.199 1.818 -1.371
11 H 0.249 -3.269 -0.051
12 H -0.900 -2.519 -1.427
13 H 1.077 1.678 1.672

Calculated values
* ΔE to the lowest compared entry with this formula, charge and spin: 6.5497 eV
* total charge: +1
* energy: -2784.8378 a.u.
* Kohn-Sham gap (spin up / spin down): 0.198 / 0.329 hartree
* HOMO energy (spin up / spin down): -11.93 / -13.95 eV

No. 11
C4H7BrN2 | ωB97M-V/def2-TZVPD

Positions of all 14 atoms, in Å:
1 C -2.230 0.776 0.079
2 C 0.074 1.244 -0.380
3 C 0.873 -1.072 0.719
4 C 0.294 -0.263 -0.390
5 N -2.547 1.936 0.457
6 N -1.019 0.385 -0.376
7 Br -3.487 -0.763 0.358
8 H 0.234 1.754 -1.366
9 H 0.150 1.777 0.538
10 H -3.468 2.100 0.582
11 H 0.547 -0.788 1.698
12 H 2.011 -0.965 0.730
13 H 0.573 -2.056 0.525
14 H 0.286 -0.766 -1.414

Calculated values
* ΔE to the lowest compared entry with this formula, charge and spin: 1.0296 eV
* energy: -2840.0580 a.u.
* Kohn-Sham gap: 0.372 hartree
* HOMO energy: -9.27 eV
* SMILES: [H]/N=C(\Br)N1C[C@H]1C

No. 12
C4H7BrSi | ωB97M-V/def2-TZVPD

Positions of all 13 atoms, in Å:
1 C -0.109 -3.354 -0.386
2 C -0.388 -2.250 -0.060
3 C -0.082 0.342 -1.531
4 C -0.300 0.936 1.562
5 Si -0.752 -0.105 0.126
6 Br -2.999 0.017 0.024
7 H 0.223 -4.296 -0.656
8 H -0.744 -0.117 -2.406
9 H -0.113 1.435 -1.607
10 H 0.936 -0.103 -1.597
11 H -0.409 2.059 1.277
12 H -1.036 0.846 2.319
13 H 0.686 0.779 1.944

Calculated values
* ΔE to the lowest compared entry with this formula, charge and spin: 0.4655 eV
* energy: -3020.0873 a.u.
* Kohn-Sham gap: 0.396 hartree
* HOMO energy: -10.09 eV
* SMILES: C#C[Si](C)(C)Br

No. 13
C4H7CeO2 | ωB97M-V/def2-TZVPD

Positions of all 14 atoms, in Å:
1 C -0.755 0.320 -0.074
2 C 0.416 -0.252 0.237
3 C 1.718 0.288 -0.222
4 O 2.371 -0.457 -1.138
5 Ce 4.972 -0.878 -1.101
6 H -0.763 1.281 -0.603
7 H 0.432 -1.153 0.859
8 H 1.576 1.346 -0.520
9 H 2.863 0.359 0.581
10 O -3.111 0.630 0.381
11 C -2.093 -0.321 0.130
12 H -2.036 -1.072 0.935
13 H -3.202 0.749 1.331
14 H -2.389 -0.840 -0.795

Calculated values
* ΔE to the lowest compared entry with this formula, charge and spin: 2.9807 eV
* multiplicity: 2
* total charge: +2
* energy: -781.3242 a.u.
* Kohn-Sham gap (spin up / spin down): 0.142 / 0.164 hartree
* HOMO energy (spin up / spin down): -15.40 / -15.39 eV

No. 14
C4H7Cl | ωB97M-V/def2-TZVPD

Positions of all 12 atoms, in Å:
1 C -1.860 0.546 0.564
2 C -0.655 -0.306 0.058
3 C 0.488 0.236 -0.403
4 C 1.773 -0.691 -0.418
5 H -1.640 1.570 -0.077
6 H -1.909 0.639 1.607
7 H -2.638 0.232 0.109
8 H -0.910 -1.370 0.136
9 H 2.358 -0.101 0.456
10 H 2.333 -0.905 -1.350
11 H 1.461 -1.569 0.016
12 Cl 1.197 1.717 -0.698

Calculated values
* ΔE to the lowest compared entry with this formula, charge and spin: 2.0859 eV
* energy: -616.7009 a.u.
* Kohn-Sham gap: 0.373 hartree
* HOMO energy: -9.18 eV
* SMILES: C/C=C(/C)Cl

No. 15
C4H7Cl2N | ωB97M-V/def2-TZVPD

Positions of all 14 atoms, in Å:
1 C 0.491 0.851 -0.552
2 C -0.546 -0.163 -0.165
3 C -0.062 -1.380 0.583
4 C -1.818 0.117 -0.284
5 H 1.939 1.927 0.490
6 H 2.224 0.324 0.334
7 H 0.880 0.624 -1.538
8 H -0.022 1.829 -0.750
9 H -0.850 -2.062 0.818
10 H 0.403 -0.996 1.492
11 H -2.187 1.092 -0.586
12 N 1.505 0.998 0.486
13 Cl 1.233 -2.222 -0.323
14 Cl -3.191 -0.939 -0.005

Calculated values
* ΔE to the lowest compared entry with this formula, charge and spin: 0.1960 eV
* energy: -1131.7312 a.u.
* Kohn-Sham gap: 0.381 hartree
* HOMO energy: -9.53 eV
* SMILES: NC/C(=C/Cl)CCl

No. 16
C4H7Cl3OSi | ωB97M-V/def2-TZVPD

Positions of all 16 atoms, in Å:
1 C -0.517 -2.255 -0.355
2 C -0.741 -0.885 0.044
3 C -0.340 -0.396 1.216
4 C 1.012 0.023 -2.848
5 O -0.406 0.895 1.619
6 Si -0.295 2.473 1.532
7 Cl 2.403 -0.497 -3.770
8 Cl 0.811 -2.280 -1.598
9 Cl 1.555 1.070 -1.604
10 H -1.397 -2.832 -0.706
11 H -0.178 -2.951 0.422
12 H -1.095 -0.201 -0.677
13 H 0.030 -1.048 2.086
14 H 0.825 3.206 2.014
15 H -1.341 2.921 2.582
16 H -0.324 2.758 0.043

Calculated values
* multiplicity: 3
* energy: -1901.7209 a.u.
* Kohn-Sham gap (spin up / spin down): 0.322 / 0.271 hartree
* HOMO energy (spin up / spin down): -7.98 / -9.46 eV

No. 17
C4H7Cl4NO | ωB97M-V/def2-TZVPD

Positions of all 17 atoms, in Å:
1 C 0.451 -1.084 0.142
2 O 1.215 -1.938 -0.235
3 N -0.839 -0.951 -0.287
4 C -1.776 -0.025 0.288
5 C -1.389 -1.869 -1.253
6 H 0.687 -0.290 0.865
7 H -2.613 -0.545 0.766
8 H -2.204 0.646 -0.465
9 H -1.339 0.622 1.050
10 H -1.830 -1.315 -2.088
11 H -0.601 -2.504 -1.644
12 H -2.170 -2.483 -0.796
13 C 2.492 2.339 0.730
14 Cl 3.057 4.008 0.488
15 Cl 0.759 2.375 1.052
16 Cl 2.786 1.392 -0.720
17 Cl 3.314 1.621 2.106

Calculated values
* energy: -2127.3596 a.u.
* Kohn-Sham gap: 0.352 hartree
* HOMO energy: -9.34 eV
* SMILES: ClC(Cl)(Cl)Cl.CN(C)C=O

No. 18
C4H7ClFN | ωB97M-V/def2-TZVPD

Positions of all 14 atoms, in Å:
1 C -1.358 -0.816 -0.711
2 C 0.194 0.014 0.765
3 C 1.169 0.430 -0.279
4 C 0.464 1.475 0.453
5 H -1.961 -2.093 -1.130
6 H -1.995 0.238 -0.736
7 H -0.189 -0.794 -1.295
8 H -0.658 -1.833 0.867
9 H 0.812 -0.190 1.794
10 H 0.900 0.568 -1.402
11 H 1.217 1.863 1.126
12 N -0.961 -0.892 0.827
13 F -0.473 2.217 -0.191
14 Cl 2.839 -0.188 -0.089

Calculated values
* ΔE to the lowest compared entry with this formula, charge and spin: 4.9665 eV
* energy: -771.2158 a.u.
* Kohn-Sham gap: 0.383 hartree
* HOMO energy: -9.65 eV

No. 19
C4H7ClFNaO3PS2 | ωB97M-V/def2-TZVPD

Positions of all 20 atoms, in Å:
1 O 0.318 1.051 2.583
2 S 0.300 0.074 1.470
3 O 1.717 -0.418 1.221
4 O -0.675 -1.234 1.721
5 C -1.422 -1.603 0.538
6 C -0.583 -1.622 -0.801
7 F -1.444 -2.045 -1.835
8 Cl 0.702 -2.904 -0.671
9 C 0.001 -0.219 -1.254
10 C -0.239 0.885 -0.106
11 P 0.613 2.530 -0.450
12 S -0.674 3.606 -1.479
13 H -2.349 -0.975 0.370
14 H -1.796 -2.657 0.707
15 H 1.120 -0.346 -1.337
16 H -0.366 0.132 -2.252
17 H -1.349 1.042 -0.027
18 H 0.795 3.194 0.796
19 H 1.860 2.353 -1.153
20 Na 3.473 -0.843 1.958

Calculated values
* total charge: +1
* energy: -2242.1645 a.u.
* Kohn-Sham gap: 0.279 hartree
* HOMO energy: -11.90 eV

No. 20
C4H7ClN2 | ωB97M-V/def2-TZVPD

Positions of all 14 atoms, in Å:
1 C 0.383 0.874 0.014
2 C -1.311 0.584 1.709
3 C 0.095 -1.183 -1.360
4 C 1.000 -0.405 -0.419
5 N 0.999 2.158 0.042
6 N 0.134 1.993 -0.821
7 Cl 1.353 -1.394 1.037
8 H -0.784 1.037 2.524
9 H -1.373 -0.484 1.693
10 H -2.094 1.147 1.243
11 H -0.903 -1.274 -0.933
12 H 0.501 -2.179 -1.532
13 H 0.023 -0.659 -2.314
14 H 1.979 -0.214 -0.882

Calculated values
* ΔE to the lowest compared entry with this formula, charge and spin: 5.5837 eV
* energy: -726.1353 a.u.
* Kohn-Sham gap: 0.340 hartree
* HOMO energy: -8.98 eV